[1]
Entry from OMol25: a cluster of 3 separate species, C2H12NO3 in total at a distorted geometry (ωB97M-V/def2-TZVPD).

Last column: Mulliken charge in e.
CARTESIAN COORDINATES (ANGSTROEM)
C1 -1.81764 -0.56231 1.07664  -0.4979
O1 -1.36115 -1.81350 0.66019  -0.5004
C2 -0.55885 0.31441 1.33919  -0.5857
N1 0.26967 0.50578 0.12999  -0.2567
H1 -2.37144 -0.59807 2.01539  0.3616
H2 -2.50355 -0.09112 0.36262  0.3257
H3 -1.27023 -2.50981 1.31901  0.3196
H4 -0.87232 1.30715 1.72946  0.3782
H5 -0.14720 -0.21027 2.20598  0.3217
H6 -0.16120 0.83493 -0.74777  0.3594
H7 0.59058 -0.40675 -0.21675  0.3591
H8 1.13429 0.99771 0.51629  0.4119
H9 3.14355 2.08242 -1.17338  0.3310
H10 3.60487 1.17425 -0.04206  0.3316
O2 2.91959 1.26568 -0.71383  -0.6644
H11 0.09903 -0.41710 -3.47205  0.3116
H12 -0.68566 -1.27900 -2.45747  0.3197
O3 -0.01236 -0.59441 -2.53146  -0.6259

Forces on atoms 1 to 3 (eV/Å):
C 0.6 0.8 0.8
O 0.1 -0.5 -1.3
C -3.3 0.5 0.8

- Net charge: +1
- HOMO energy: -0.54315 Eh
- Frontier orbital gap: 11.8 eV
- Calculated total energy: -9894.684 eV
- Multiplicity: 1

[2]
Entry from OMol25: an isolated molecule of C10H18N4S at a distorted geometry (ωB97M-V/def2-TZVPD).

Last column: Mulliken charge in e.
CARTESIAN COORDINATES (ANGSTROEM)
C1 -3.35018 -1.68743 0.58835  -0.8321
C2 -3.25988 -0.24437 0.35552  -0.1404
C3 -2.18356 0.06687 -0.87487  -0.4162
C4 -0.60506 2.00416 -0.43803  0.1543
C5 1.10917 1.68635 1.22681  -0.7619
C6 2.35786 1.63150 0.15070  -0.0741
C7 3.17013 0.34953 0.14598  -1.0834
C8 1.82779 -1.74611 0.66893  0.1231
C9 0.96677 -2.38086 -0.26224  -0.6073
C10 1.97820 -0.97931 -1.43466  -0.1911
H1 -3.60569 -2.02042 1.73090  0.2939
H2 -2.35612 -2.24474 0.44994  0.1184
H3 -4.03017 -2.32983 -0.15801  0.2430
H4 -4.26215 0.29294 0.20378  0.3023
H5 -2.72889 0.13619 1.25014  0.1847
H6 -2.66503 -0.33166 -1.72641  0.5367
H7 -1.44020 -0.77976 -0.66088  -0.3478
H8 -2.22186 1.80871 -1.89305  0.3443
H9 0.00905 0.10506 0.32762  -0.0141
H10 1.33727 1.16534 2.23475  0.3872
H11 1.03432 2.87450 1.27857  0.2465
H12 1.99649 1.65632 -0.92682  0.2813
H13 3.24937 2.45614 0.22180  0.2800
H14 3.72434 0.14177 1.09225  0.3847
H15 3.73191 0.27558 -0.74085  0.3945
H16 1.92751 -1.60710 1.85985  0.2829
H17 0.18465 -3.17011 -0.01969  0.3755
H18 2.56141 -0.57330 -2.25589  0.3630
N1 -1.66560 1.38056 -0.95444  -0.0576
N2 -0.06869 1.19113 0.58746  -0.0863
N3 2.36957 -0.80322 -0.05635  0.2057
N4 1.03063 -1.88113 -1.49406  -0.5237
S1 -0.12337 3.55669 -0.47710  -0.3659

Forces on atoms 1 to 3 (eV/Å):
C -0.7 -5.2 0.8
C 1.2 2.6 -0.8
C -0.1 -3.6 4.1

- SMILES string: CCCNC(=S)NCCCn1ccnc1
- HOMO energy: -0.29940 Eh
- Frontier orbital gap: 8.9 eV
- Calculated total energy: -27453.570 eV
- Multiplicity: 1

[3]
Entry from OMol25: a cluster of 2 separate species, C10H13O3 in total at a distorted geometry (ωB97M-V/def2-TZVPD).

Last column: Mulliken charge in e.
CARTESIAN COORDINATES (ANGSTROEM)
C1 -3.48188 -2.33220 1.79681  -1.4238
C2 -0.37877 -1.76308 -0.46917  -0.7438
C3 0.44167 -0.99953 0.43913  0.1478
C4 -1.63761 -2.17930 -0.01039  -0.2807
C5 -2.10341 -1.88162 1.22614  0.6695
C6 -0.10329 -0.69737 1.71557  -0.1757
C7 -1.40472 -0.95828 2.04993  -0.5864
O1 1.66208 -0.74276 0.13357  -0.8894
H1 0.03928 -1.83563 -1.46106  0.3060
H2 -2.16905 -2.80795 -0.72835  0.2475
H3 0.52944 -0.21196 2.45254  0.4611
H4 1.21882 1.33708 0.69609  0.3183
H5 -3.31484 -3.03179 2.61974  0.2908
H6 -4.04393 -2.93058 1.09448  0.3470
H7 -1.77930 -0.71617 3.03021  0.3329
H8 -4.02560 -1.42777 2.00615  0.3542
C8 2.00922 1.49984 -1.77209  0.1619
C9 0.97178 1.14251 -2.83756  -1.2247
C10 1.37820 2.50562 -0.84747  0.3322
O2 1.58971 2.20885 0.47310  -0.5269
O3 0.78475 3.51302 -1.12701  -0.5831
H9 2.20480 0.58898 -1.21228  0.1851
H10 2.93800 1.91561 -2.18625  0.3390
H11 0.88313 0.08872 -3.12443  0.2748
H12 1.11146 1.39247 -3.92617  0.3193
H13 -0.02826 1.53920 -2.66882  0.3471

Forces on atoms 1 to 3 (eV/Å):
C 1.6 -0.4 -1.1
C -0.3 1.5 1.8
C 0.6 -1.5 -0.8

- Net charge: -1
- HOMO energy: -0.11401 Eh
- Frontier orbital gap: 6.7 eV
- Calculated total energy: -16724.017 eV
- Multiplicity: 1